(1)
Computed, not measured: C21H44AsAuOSe3Si3Te as an isolated structure, with wB97M-V/def2-TZVPD.

Geometry as ORCA input:
```
! RIJCOSX wB97M-V def2-TZVPD def2/J DEFGRID3
* xyz 0 3
H -3.645 -0.335 3.997
H -2.634 -2.625 -1.707
H 0.015 -4.873 -0.713
H 4.478 -2.464 1.910
Au -0.099 -0.369 0.192
As 0.192 -1.647 2.280
H 3.253 -1.994 0.730
H 0.595 3.168 -3.122
H -1.944 -1.723 6.163
H 2.738 0.664 2.638
Se 2.773 0.546 -0.495
Si 2.416 -1.754 3.055
H -5.063 -0.794 -1.894
H -3.851 -2.652 -2.990
H -2.840 -0.812 0.187
Te 2.679 2.887 -0.039
H 3.152 -3.566 1.539
H 0.578 -1.120 -3.601
H -0.063 -6.101 2.236
H -2.570 -4.776 0.878
C -1.805 0.081 -2.444
C -3.869 -0.660 -0.137
Se -0.908 1.996 0.225
C 0.323 -5.123 2.537
C -1.835 1.776 -4.166
H -3.764 2.302 -4.948
H -1.214 -3.021 5.213
H -3.399 -1.887 3.194
C 1.025 2.319 -3.655
H -3.053 -0.378 2.333
H 3.596 -2.900 4.874
H 2.493 0.349 4.360
H 4.052 -0.014 3.615
C -3.216 1.685 -4.248
C -4.012 -0.956 -1.637
H -0.192 -1.809 5.998
H 1.411 -5.156 2.454
H -1.363 1.250 5.180
C -3.890 0.799 -3.423
C -3.681 -2.419 -1.938
C -1.117 0.991 -3.277
C -0.751 0.870 4.357
C -3.001 -0.881 3.302
C 0.264 -3.901 -0.278
H 0.296 0.936 4.656
H 1.979 -2.446 5.402
C 2.971 -0.024 3.452
H 0.718 -0.102 -5.044
Si -1.266 -0.869 3.965
H -2.707 -3.020 0.969
C 2.549 -2.841 4.564
C -2.261 -3.895 1.446
H -4.310 -3.078 -1.336
C 0.976 -0.181 -3.985
H 0.062 -4.970 3.586
O -1.143 -0.711 -1.625
C 0.392 1.005 -3.209
H -0.162 -3.125 -0.921
H 2.203 -3.854 4.359
H -4.971 0.728 -3.488
H 2.065 -0.202 -3.896
H -2.659 -3.989 2.456
H -1.313 2.474 -4.807
Si -0.407 -3.790 1.452
C 3.412 -2.514 1.675
H -4.151 0.370 0.092
H 0.898 2.485 -4.727
H -4.514 -1.326 0.445
Se 0.680 2.893 1.610
C -3.217 -0.001 -2.511
H 1.351 -3.797 -0.288
C -1.133 -1.963 5.470
H 2.099 2.296 -3.455
H 0.644 0.853 -2.152
H -0.901 1.511 3.488
*
```

For the orbital gap (alpha / beta), the calculation gives 6.69 / 4.86 eV.

Löwdin population analysis, charges in e, atoms 1 to 5: number 1, H, carries 0.044; number 2, H, carries 0.061; number 3, H, carries 0.040; number 4, H, carries 0.041; number 5, Au, carries 0.322

---

(2)
Computed, not measured: a 2-piece molecular cluster, C6H6ClN2O2S overall in a non-equilibrium geometry, with wB97M-V/def2-TZVPD.

Geometry as ORCA input:
```
! RIJCOSX wB97M-V def2-TZVPD def2/J DEFGRID3
* xyz -1 1
C -1.604 -0.249 -0.809
H -2.564 -0.531 -0.814
H -0.614 -0.210 3.426
C -0.666 -0.923 -1.818
O -0.141 3.127 -0.482
N 1.106 -0.479 -0.165
H 0.859 -1.069 2.591
C 0.502 -0.236 3.041
C 0.266 0.479 0.324
O 1.092 1.938 -1.972
H -0.778 -0.395 -2.881
N -1.097 0.338 0.214
H -1.112 -1.911 -2.126
S 0.828 1.169 1.894
Cl 1.615 -2.430 -1.854
C 0.722 -1.024 -1.256
H 1.128 -0.025 3.840
C 0.457 2.431 -1.153
*
```

For the orbital gap, the calculation gives 6.12 eV.

Löwdin population analysis, charges in e, atoms 1 to 5: number 1, C, carries -0.179; number 2, H, carries 0.040; number 3, H, carries 0.070; number 4, C, carries -0.232; number 5, O, carries 0.164

---

(3)
Computed, not measured: C13H25Cl3NO4P2Ru as an isolated structure in a non-equilibrium geometry, with wB97M-V/def2-TZVPD.

Geometry as ORCA input:
```
! RIJCOSX wB97M-V def2-TZVPD def2/J DEFGRID3
* xyz 1 5
H 1.355 0.110 3.832
Cl -0.272 2.578 4.615
H -0.726 0.594 1.115
C 1.208 -2.579 1.100
H -2.229 1.885 -1.646
C 1.220 -3.494 -1.233
H 1.634 3.518 -1.241
H -2.255 -1.759 -0.457
H 0.534 -1.794 -4.075
H -1.700 -1.943 1.936
P 0.152 1.617 -1.339
H -3.603 -0.924 -2.343
O -3.952 -0.582 -3.173
P 0.560 -1.110 1.985
H 1.556 -4.445 -0.784
C 0.296 3.101 1.854
O 0.760 1.909 1.986
H -1.486 3.297 -0.792
C 0.261 0.417 -2.741
C 1.019 -2.410 -0.388
H 2.366 0.844 0.471
H 1.069 -4.148 -3.242
H 1.732 -1.655 4.015
H 2.720 -0.616 2.894
H -3.952 -1.408 -3.688
Cl 1.275 4.869 3.638
H -0.612 0.491 -3.445
Ru 0.767 0.529 0.495
C 0.616 -2.042 -3.031
O 0.153 3.787 0.843
H 1.111 0.780 -3.348
C 1.724 -0.797 3.328
H 1.308 2.982 -2.951
C 0.450 -0.972 -2.160
N 0.654 -1.177 -0.837
O -2.852 -2.164 0.221
H -1.293 3.120 -2.558
C -1.373 2.571 -1.611
C -0.086 3.786 3.298
H -0.742 -2.619 3.337
Cl -1.599 4.681 3.086
H 2.430 2.023 -1.894
H -3.438 -1.400 0.521
C -0.962 -1.722 2.733
H 2.272 -2.732 1.342
H 0.691 -3.480 1.466
C 0.988 -3.302 -2.577
C 1.537 2.664 -1.924
H -1.286 -0.879 3.362
*
```

For the orbital gap (alpha / beta), the calculation gives 5.34 / 4.24 eV.

Löwdin population analysis, charges in e, atoms 1 to 5: number 1, H, carries 0.030; number 2, Cl, carries 0.575; number 3, H, carries 0.057; number 4, C, carries -0.246; number 5, H, carries 0.052

---

(4)
Computed, not measured: an isolated ion of composition C5H9N2S and charge +1 in a non-equilibrium geometry, with wB97M-V/def2-TZVPD.

Geometry as ORCA input:
```
! RIJCOSX wB97M-V def2-TZVPD def2/J DEFGRID3
* xyz 1 1
C -2.330 -0.555 -0.480
C -0.679 1.281 0.120
H -2.994 0.057 0.128
H 2.115 1.201 1.611
H -2.694 -0.538 -1.506
C 1.601 -0.537 0.712
H 3.387 -1.017 1.581
H -1.152 1.743 -1.942
H -1.088 1.939 0.859
C -0.912 -0.025 -0.451
H -2.380 -1.578 -0.115
C -0.476 1.191 -1.296
H 0.519 1.126 -1.720
H 2.633 -2.309 0.721
S 0.353 -1.326 -0.268
N 1.494 0.700 1.001
N 2.603 -1.354 1.044
*
```

For the orbital gap, the calculation gives 7.85 eV.

Löwdin population analysis, charges in e, atoms 1 to 5: number 1, C, carries -0.045; number 2, C, carries 0.137; number 3, H, carries 0.099; number 4, H, carries 0.096; number 5, H, carries 0.101

---

(5)
Computed, not measured: C34H56N4SiW as an isolated structure in a non-equilibrium geometry, with wB97M-V/def2-TZVPD.

Geometry as ORCA input:
```
! RIJCOSX wB97M-V def2-TZVPD def2/J DEFGRID3
* xyz -2 3
H -1.097 -1.547 3.458
Si -2.673 -1.942 -3.595
H -4.899 -3.028 -3.387
H -5.059 4.416 -0.159
H -1.920 -1.050 -5.783
H -0.479 -0.463 2.219
H 0.029 7.266 -6.172
H -3.756 8.734 -1.590
H -0.687 -3.390 -4.064
C -3.724 6.060 -0.492
C -4.555 7.091 0.238
H -5.035 6.601 1.093
C -0.956 -3.984 2.525
C -2.385 8.078 -3.180
C 3.598 0.914 2.094
C -1.719 -0.785 -2.515
C 3.088 -2.877 -2.765
C -0.939 6.425 -4.472
C -1.617 5.297 -5.238
H 0.641 -1.602 3.159
H -1.881 -2.656 -0.043
C 0.879 -1.982 0.036
H 3.840 -3.565 -2.362
H 5.895 2.077 2.392
C 2.298 -3.691 -0.113
C -4.354 -2.259 -2.823
H 1.277 2.413 -0.652
C 5.243 2.779 1.864
H -5.345 7.498 -0.404
N 0.506 -2.958 0.903
N -3.051 6.672 -1.636
C -1.671 -3.542 -3.599
H 2.218 -0.424 -3.280
H -2.679 -2.410 1.492
H 2.227 -3.454 -3.124
C -4.587 4.919 -1.013
H 2.209 -0.718 2.200
N -1.830 6.827 -3.381
H -1.847 4.461 -4.568
C 1.560 0.784 0.751
H -1.500 -3.909 -2.576
H -0.143 8.412 -4.834
W -0.270 -0.234 0.295
H -0.126 -4.285 3.177
H 4.539 -1.828 -0.630
H 3.469 3.515 -0.077
C 3.883 -1.125 -1.158
C -2.644 5.470 0.401
H -2.039 4.747 -0.157
H -1.893 -1.013 0.897
H -3.122 4.963 1.247
H 0.999 5.527 -4.637
H 5.038 3.613 2.548
C -0.646 7.602 -5.377
H -2.196 -4.330 -4.158
C 1.738 -0.808 -2.367
H 3.564 -0.350 -0.451
H -1.557 7.983 -5.853
H -3.487 -0.356 -5.310
C 3.155 2.603 0.438
H -3.976 4.192 -1.560
H -1.838 -3.814 3.151
C -0.630 -2.696 1.770
C 2.664 -1.829 -1.744
C 1.388 -3.996 0.846
H -2.200 8.931 -3.809
C 0.331 5.878 -3.840
H -3.407 -2.014 -5.949
H 0.096 5.040 -3.174
H 4.452 -0.647 -1.965
C -2.214 5.957 -2.418
H -2.540 5.649 -5.713
H 5.783 3.183 1.002
H -0.936 4.946 -6.025
H -4.960 -1.342 -2.821
H 0.848 6.661 -3.273
C -1.184 -0.328 -1.472
H -3.932 7.906 0.624
C 2.434 0.234 1.719
H 1.320 -4.869 1.472
H -5.378 5.297 -1.672
C -3.161 7.980 -2.073
H -4.262 -2.601 -1.783
H -1.181 -4.801 1.829
H 3.145 -4.259 -0.455
C -2.889 -1.276 -5.321
H -1.993 6.261 0.791
H 0.758 -1.208 -2.643
H 4.225 0.522 2.898
C -1.769 -2.167 0.925
H 1.598 0.056 -1.701
C 3.978 2.086 1.444
N 1.938 -2.487 -0.654
H 3.533 -2.368 -3.629
C -0.332 -1.515 2.669
C 1.942 1.980 0.101
*
```

For the orbital gap (alpha / beta), the calculation gives 1.33 / 4.04 eV.

Löwdin population analysis, charges in e, atoms 1 to 5: number 1, H, carries 0.093; number 2, Si, carries 0.368; number 3, H, carries 0.015; number 4, H, carries 0.077; number 5, H, carries 0.025

---

(6)
Computed, not measured: C28H28Cl2O2PPdS as an isolated structure, with wB97M-V/def2-TZVPD.

Geometry as ORCA input:
```
! RIJCOSX wB97M-V def2-TZVPD def2/J DEFGRID3
* xyz 1 3
C -2.708 1.456 2.454
C -1.595 3.544 2.016
C -1.472 -2.812 -2.141
O 2.221 -0.202 -0.997
H -4.105 0.210 4.506
C -0.044 1.174 -4.328
H 1.601 -4.602 -0.663
C -1.180 -4.110 -2.528
H 4.028 -2.603 2.807
H 0.157 -5.768 -2.296
C -3.769 -0.508 3.759
C 4.166 -1.607 2.417
C 3.093 -0.752 2.290
Cl 4.701 2.529 0.732
C 0.092 2.520 -4.015
C -0.655 -2.143 -1.227
H -0.705 1.913 3.094
O -1.683 -0.646 2.641
C -2.848 -0.381 -0.630
Cl 1.517 -1.387 2.764
C -0.106 2.952 -2.710
C -0.442 2.039 -1.722
H -0.460 -0.789 -3.596
C -1.581 2.265 2.553
H 1.101 -2.292 0.008
C 3.348 -0.888 -1.525
S 1.817 1.651 1.682
P -1.041 -0.460 -0.713
C -0.589 0.689 -2.032
C -3.870 1.946 1.867
H 0.005 3.998 -2.461
H 6.535 0.490 1.208
H 0.114 0.834 -5.342
C -3.876 3.218 1.313
C 3.185 0.549 1.799
C 4.462 0.952 1.405
C 0.741 -4.099 -1.083
C -2.738 4.012 1.380
H -4.759 1.331 1.815
H -4.617 -0.698 3.096
H -1.821 -4.616 -3.237
H -3.141 0.624 -0.327
H -3.282 -0.587 -1.608
C -0.071 -4.755 -1.997
H 3.155 -1.270 -2.529
H -0.590 2.394 -0.704
H -3.219 -1.104 0.096
H -2.752 5.007 0.958
C 5.421 -1.154 2.030
H -3.466 -1.445 4.217
C -2.643 0.050 2.946
H -0.722 4.176 2.109
H 2.076 0.613 -1.494
H 6.279 -1.803 2.119
H 4.232 -0.247 -1.535
H -4.771 3.590 0.835
C -0.380 0.260 -3.341
C 0.453 -2.798 -0.700
H 0.360 3.229 -4.786
H -2.344 -2.326 -2.558
H 3.534 -1.731 -0.862
Pd 0.087 0.243 1.247
C 5.568 0.124 1.521
*
```

For the orbital gap (alpha / beta), the calculation gives 8.31 / 6.21 eV.

Löwdin population analysis, charges in e, atoms 1 to 5: number 1, C, carries -0.193; number 2, C, carries -0.065; number 3, C, carries -0.096; number 4, O, carries -0.195; number 5, H, carries 0.102

---

The energy above the lowest of the compared OMol25 structures with the same formula, charge and spin results, record by record, are as follows: 0.4185; 1.4828; 1.2400; 2.9834; 0.0000; 0.1442 eV.
The electronic energy results, record by record, are as follows: -11614.21906; -1350.61092; -3023.81256; -703.26248; -1904.44360; -3021.84842 Ha.